50
Properties=species:S:1:pos:R:3 method="wB97M-V/def2-TZVPD" charge=+2 mol_weight_g_mol=680.11 spin_multiplicity=2 relative_energy_kj_mol=25.0 e_tot_ev=-131552.9924 orbital_gap_ev="6.6033 / 6.2397" lumo_ha="-0.2575 / -0.2916"
Y -0.56 0.49 0.52
Br -8.39 -2.62 -2.61
C -7.31 -1.37 -3.47
C -6.67 -0.40 -2.70
C -5.85 0.52 -3.33
C -5.70 0.45 -4.71
C -6.38 -0.49 -5.48
C -7.17 -1.43 -4.85
N -4.90 1.37 -5.45
N -4.11 2.13 -4.95
C -3.27 2.11 -3.88
C -3.02 3.34 -3.26
C -2.28 3.42 -2.10
C -1.72 2.28 -1.55
O -1.07 2.28 -0.43
C -1.83 1.02 -2.27
N -1.12 -0.03 -1.76
C -1.14 -1.17 -2.43
C -1.84 -1.35 -3.62
C -2.57 -0.31 -4.12
C -2.59 0.92 -3.43
H -6.82 -0.36 -1.64
H -5.38 1.31 -2.75
H -6.26 -0.47 -6.56
H -7.70 -2.17 -5.42
H -3.47 4.23 -3.69
H -2.14 4.37 -1.59
H -0.57 -1.99 -2.01
H -1.80 -2.30 -4.13
H -3.10 -0.42 -5.06
N 0.96 -2.12 0.55
N 1.79 -2.09 1.69
C 1.94 -0.96 2.39
N 2.67 -0.94 3.48
N 1.29 0.09 1.85
N 1.20 1.28 2.53
O 1.83 1.58 3.49
O 0.35 2.02 1.97
H 0.18 -2.75 0.71
H 1.51 -2.45 -0.23
H 2.21 -2.95 2.01
H 3.09 -1.78 3.84
H 2.79 -0.07 3.99
F -1.75 -1.43 0.82
P -2.83 -0.81 2.04
F -3.68 -0.07 3.09
F -2.86 0.51 1.00
F -1.42 -0.08 2.60
F -4.02 -1.46 1.27
F -2.52 -2.07 2.90